1.
19
Properties=species:S:1:pos:R:3 method="wB97M-V/def2-TZVPD" homo_ev=-7.86 lumo_energy_ha=-0.1312 homo_lumo_gap_ev=4.3 relative_energy_kj_mol=820.4
C 0.2990 -0.0971 -1.3708
N -0.0936 -1.2831 -0.5184
C 1.1300 -1.8825 -0.0038
N 1.8594 -0.9953 0.8092
C -0.7095 1.0119 -1.4560
N -0.9503 1.7681 -0.2727
C -1.3655 1.1033 0.8951
O -0.2290 0.6042 1.7228
H 1.1833 0.3238 -0.8662
H 0.6276 -0.5261 -2.3031
H -0.5285 -0.7443 0.2344
H 0.9714 -2.8828 0.4162
H 1.7810 -2.0249 -0.9559
H 0.4910 0.7215 1.0829
H 1.7502 -1.3462 1.7643
H -0.4966 1.7001 -2.2435
H -1.7003 0.5807 -1.7903
H -2.0181 0.2380 0.7155
H -1.9299 1.8432 1.4733

***

2.
120
Properties=species:S:1:pos:R:3 method="wB97M-V/def2-TZVPD" homo_ev=-9.73 lumo_energy_ha=-0.0239 homo_lumo_gap_ev=9.1 relative_energy_kj_mol=1317.2
H -3.2405 -1.2850 4.9172
H -3.1572 -0.2086 6.0277
O -3.7558 -0.6993 5.4807
H -3.0467 2.4056 -4.6909
H -1.8513 2.4521 -3.5426
O -2.7996 2.4843 -3.7140
H -0.5525 -1.7257 0.0922
H 0.9674 -1.8071 0.1276
O 0.2126 -2.3463 0.0758
H 0.7893 -3.0172 4.5519
H 0.2043 -2.7274 3.0773
O 0.2152 -2.5014 4.0059
H -0.9164 -0.1667 -2.9730
H -0.3925 0.3069 -4.4221
O -0.9152 0.5274 -3.6604
H -1.3953 3.5155 -4.9654
O -1.6736 3.2904 -5.8987
H 0.9949 0.6221 -0.0181
O 1.9529 0.9139 0.3352
H 1.8406 2.4057 5.3479
H 1.6516 2.2553 3.8728
O 1.2001 2.6066 4.6676
H -0.6670 3.5923 3.5189
H -1.5454 4.9372 3.6000
O -1.3279 4.1256 3.0734
H 1.4722 0.7565 -4.9277
H 2.9809 0.7497 -4.3192
O 2.1646 1.3638 -4.6646
H 4.7136 1.4757 -0.4806
H 4.0421 2.7681 -0.2513
O 4.1791 2.1502 -0.8837
H 1.5308 -0.7458 5.3877
O 1.1706 -0.5436 6.2579
H 4.6165 4.4026 0.4809
H 3.5284 4.9271 1.3973
O 4.4706 4.9369 1.2498
H -5.2870 1.7172 -2.6673
H -3.9403 1.0996 -3.3293
O -4.7565 0.9438 -2.8591
H -1.8284 0.8376 4.3488
H -1.5820 0.5329 2.9986
O -2.3981 0.5095 3.6596
H -4.3942 3.7763 2.3797
H -3.8145 5.3485 1.9987
O -4.4183 4.7055 2.2578
H 2.6062 -0.7346 -2.4443
H 3.6509 -0.4079 -1.1112
O 3.0269 -0.0688 -1.8311
H -1.9370 0.4000 -0.2344
H -0.8989 0.9463 0.7199
O -1.2517 0.0644 0.3355
H 1.4628 -4.2313 0.1135
O 2.2628 -4.8204 0.3939
H -0.5063 4.0406 0.8661
H -1.7755 5.0036 0.3339
O -0.9506 5.0084 0.6820
H -3.6933 -4.1313 0.9452
O -3.3551 -3.7284 0.1721
H 4.9662 -1.7073 1.7795
H 4.3380 -2.7764 0.8664
O 4.6878 -1.8907 0.9410
H -1.4477 -2.3589 2.3922
H -2.9016 -2.4412 2.2021
O -2.2329 -2.6009 2.9013
H 0.6731 -2.7776 -1.9811
H 0.9820 -4.0355 -2.9393
O 1.3779 -3.2883 -2.5501
H 0.3694 0.2742 -2.6218
H -0.0215 -1.2663 -2.3895
O 0.5911 -0.5683 -2.0755
H 1.7155 5.3774 -0.2241
H 1.1990 5.3500 1.3071
O 1.7975 5.7666 0.6694
H -0.7146 -0.6288 -6.7314
H 0.8498 -0.9971 -6.6954
O 0.0713 -0.7378 -6.2461
H 4.9896 -0.6585 4.7699
H 3.7933 -0.7414 3.6592
O 4.7321 -0.9000 3.8763
H 1.4831 -1.3146 3.4013
H 1.4189 0.1670 2.9381
O 2.1235 -0.5061 3.1728
H 0.2265 2.4276 1.9987
H 1.0652 3.0273 0.6633
O 0.2525 2.8188 1.0738
H 0.1852 1.8561 -2.0421
H 1.6075 2.5339 -2.0391
O 0.5986 2.7072 -1.8238
H 5.9483 1.5500 1.3955
O 5.5897 0.9214 0.8163
H 2.3899 -2.7862 -5.4717
H 1.6412 -2.8610 -4.2107
O 1.5862 -2.4048 -5.0588
H 2.3649 -5.4805 -0.3193
H -1.6471 2.2168 -5.8884
H -3.9188 -2.9523 -0.2524
H 2.3580 1.0613 -0.5559
H 0.2460 -0.5218 6.3785
H 5.5396 0.0406 1.2552
O 1.4115 -4.7216 2.7752
H 1.4227 -5.4923 2.1895
H 2.1822 -4.3776 2.3784
O 0.2744 -5.6409 -1.9525
H 0.4482 -6.5717 -1.9397
H -0.2000 -5.3753 -1.0932
O -1.3165 -3.0124 -4.8139
H -1.0222 -3.4873 -5.5584
H -0.7830 -2.2400 -4.9508
O -4.4709 -1.5437 0.7084
H -5.1111 -0.9380 0.2882
H -5.1835 -1.2636 1.4785
O -5.1892 0.6709 2.4834
H -5.4751 0.6422 3.3957
H -4.2401 0.7318 2.5772
O -3.3583 1.7902 -0.6200
H -3.4781 1.2820 -1.4636
H -2.4662 2.1914 -0.5316
O -2.5859 -3.3017 -2.4489
H -2.5414 -3.6527 -3.3694
H -3.0748 -3.5931 -1.7362

***

3.
42
Properties=species:S:1:pos:R:3 method="wB97M-V/def2-TZVPD" multiplicity=7 homo_ev="-2.98 / -3.28" lumo_energy_ha="0.1035 / 0.1032" total_charge=-1 homo_lumo_gap_ev="5.8 / 6.1"
C 1.3749 0.6026 -3.4687
C 1.8385 -0.7353 -3.3407
C 2.5748 -0.8421 -2.1236
C 2.5520 0.4315 -1.4921
C 1.8041 1.3241 -2.3180
Tb 0.2546 -0.2730 -1.5538
C -0.5837 -2.5191 -2.0892
C -1.2701 -1.7725 -2.9629
C -1.9854 -1.2890 -3.9581
N -1.2014 0.6164 -1.6615
H 3.0559 -1.7435 -1.7383
H 1.6614 -1.5390 -4.0593
H 3.0039 0.6821 -0.5312
H 1.5900 2.3719 -2.1023
H 0.7671 0.9983 -4.2836
H 0.3791 -2.9692 -2.3613
H -2.0181 1.1930 -1.8982
H -1.0048 -2.7774 -1.1112
H -2.5304 -1.9828 -4.6137
H -2.0552 -0.2167 -4.1573
C 0.4950 2.2041 3.6670
N 0.7902 2.1029 2.2335
C 2.0981 1.5062 1.9793
C -0.2802 1.5844 1.3395
C -0.9000 0.2275 1.6847
C -1.5965 0.1062 2.9099
C -2.2775 -1.0453 3.2524
C -2.3257 -2.0969 2.3687
C -1.6997 -2.0062 1.1299
C -0.9403 -0.8505 0.7347
H 1.2748 2.8139 4.1696
H 0.4963 1.2007 4.1458
H -0.4651 2.7394 3.8268
H 2.0372 0.3976 1.9492
H 2.4673 1.9282 1.0304
H 2.8417 1.8199 2.7425
H -1.1112 2.3255 1.3418
H 0.1057 1.5705 0.3004
H -1.6643 0.9129 3.6145
H -2.7999 -1.1125 4.1993
H -2.8777 -2.9920 2.6328
H -1.8752 -2.8966 0.5725

***

4.
51
Properties=species:S:1:pos:R:3 method="wB97M-V/def2-TZVPD" homo_ev=-16.24 lumo_energy_ha=-0.3865 total_charge=+3 homo_lumo_gap_ev=5.7
Zr 0.4964 -0.1291 1.2964
C 2.1203 -4.2442 3.0362
N 2.2612 -3.6322 1.7047
C 2.2945 -4.3332 0.5172
C 2.4354 -3.4400 -0.4827
N 2.4787 -2.1792 0.1017
C 2.3725 -2.3285 1.4616
S 2.3361 -1.0829 2.6828
C 2.8812 -0.9945 -0.5896
C 3.8996 -1.0310 -1.5153
C 4.2879 0.1712 -2.0976
C 3.6790 1.3535 -1.6962
C 2.6704 1.2938 -0.7585
N 2.2327 0.1267 -0.2413
H 1.7206 -5.2444 2.9026
H 1.4345 -3.6438 3.6284
H 3.0949 -4.2885 3.5173
H 2.2222 -5.4079 0.5006
H 2.4946 -3.5713 -1.5495
H 4.4029 -1.9579 -1.7526
H 5.0828 0.1818 -2.8321
H 3.9883 2.3096 -2.0946
H 2.1759 2.1884 -0.4043
S -0.8983 -2.0161 0.9691
C -1.6723 -1.2305 2.4088
C -2.7878 -1.7811 3.0108
C -3.3460 -1.0855 4.0755
C -2.7953 0.1237 4.4962
C -1.6841 0.6098 3.8472
N -1.1300 -0.0718 2.8232
H -3.2050 -2.7127 2.6556
H -4.2195 -1.4844 4.5757
H -3.2281 0.6775 5.3171
H -1.2065 1.5396 4.1252
C -0.3956 3.2780 -1.4262
Te -1.1497 2.2200 0.2844
C -2.3196 1.1384 -1.1659
C -2.4820 2.1586 -2.2683
C -3.5438 2.0657 -3.1616
C -3.6689 2.9961 -4.1805
C -2.7445 4.0257 -4.3045
C -1.6913 4.1291 -3.4101
C -1.5544 3.1906 -2.3937
H 0.5104 2.8096 -1.8085
H -0.1779 4.2956 -1.1087
H -3.2615 0.8588 -0.6981
H -1.7942 0.2386 -1.4833
H -4.2762 1.2751 -3.0568
H -4.5000 2.9292 -4.8689
H -2.8555 4.7609 -5.0895
H -0.9849 4.9449 -3.4993